Record 1
Below is a cluster of 2 separate species, C17H19N in total in a non-equilibrium geometry, with properties calculated with ωB97M-V/def2-TZVPD.

XYZ file:
```
37
C17H19N, DFT ωB97M-V/def2-TZVPD
C 1.547 -2.246 0.389
C 2.753 -2.319 1.396
C 0.263 -1.923 1.221
C -0.605 -1.042 0.549
C -0.019 -2.739 2.246
C -1.934 -1.167 0.907
C -1.390 -2.694 2.730
C -2.254 -1.795 2.075
H 1.480 -1.429 -0.342
H 1.414 -3.221 -0.286
H 2.581 -1.839 2.373
H -0.253 -0.514 -0.312
H 0.806 -3.266 2.807
H -2.862 -0.681 0.465
H -1.814 -3.382 3.403
H -3.277 -1.634 2.526
H 3.576 -1.539 1.033
H 3.069 -3.427 1.418
C 2.116 1.803 0.083
C -1.215 2.523 -1.320
C 0.069 1.824 -1.397
C 0.796 2.298 -0.179
C -0.067 2.930 0.529
C -2.227 2.244 -2.206
C -1.878 1.340 -3.214
C -0.612 0.799 -3.370
C 0.441 1.073 -2.534
N -1.270 3.074 -0.067
H -3.217 2.489 -2.151
H -2.805 1.224 -3.967
H -1.969 3.635 0.310
H -0.278 0.344 -4.226
H -0.067 3.306 1.554
H 1.541 0.914 -2.747
H 2.722 2.667 0.480
H 2.677 1.590 -0.834
H 2.160 0.780 0.658
```

Output
- orbital gap (alpha / beta) (eV) = 7.75 / 3.81
- lowest unoccupied orbital energy (alpha / beta) (eV) = -3.47 / -7.40
- F_max (eV Å⁻¹) = 8.64
- net charge = +1
- highest occupied orbital energy (alpha / beta) (eV) = -11.2 / -11.2
- multiplicity = 2

Which charges does Mulliken predict for the atoms? In e, they are:
1. C -0.18
2. C -1.27
3. C 0.63
4. C -0.08
5. C -0.35
6. C -0.63
7. C -0.65
8. C -0.42
9. H 0.04
10. H 0.37
11. H 0.45
12. H 0.26
13. H 0.29
14. H 0.25
15. H 0.44
16. H 0.29
17. H 0.31
18. H 0.27
19. C -1.19
20. C -0.56
21. C 0.62
22. C 0.81
23. C -0.47
24. C -0.70
25. C -0.36
26. C -0.82
27. C 0.30
28. N 0.09
29. H 0.54
30. H 0.26
31. H 0.18
32. H 0.53
33. H 0.47
34. H 0.35
35. H 0.41
36. H 0.39
37. H 0.13

Record 2
Below is the molecule C17H19N3O4S in a non-equilibrium geometry, with properties calculated with ωB97M-V/def2-TZVPD.

XYZ file:
```
44
C17H19N3O4S, DFT ωB97M-V/def2-TZVPD
C 1.695 -4.546 3.533
C 0.677 -3.531 3.167
N -0.543 -3.569 3.638
O -1.220 -2.521 3.120
C -0.404 -1.815 2.312
C 0.829 -2.418 2.303
H 1.706 -2.130 1.763
C -0.920 -0.643 1.634
C -0.078 0.173 0.881
C -0.591 1.272 0.229
C -1.932 1.629 0.317
C -2.763 0.802 1.072
C -2.274 -0.315 1.717
H -2.933 -0.946 2.294
H -3.812 1.038 1.155
C -2.460 2.840 -0.403
H -1.612 3.495 -0.622
C -3.081 2.400 -1.733
H -3.868 1.668 -1.564
H -2.315 1.960 -2.366
H -3.504 3.259 -2.246
C -3.468 3.626 0.438
H -4.406 3.084 0.541
H -3.066 3.827 1.428
H -3.682 4.575 -0.046
S 0.517 2.285 -0.747
O 0.090 2.356 -2.111
O 0.797 3.515 -0.065
N 2.003 1.442 -0.691
C 2.176 0.390 -1.556
N 1.227 -0.492 -1.753
O 1.717 -1.408 -2.630
C 2.976 -1.086 -2.965
C 3.336 0.055 -2.310
H 4.264 0.584 -2.348
C 3.699 -1.958 -3.922
H 4.720 -1.610 -4.041
H 3.702 -2.985 -3.563
H 3.198 -1.943 -4.889
H 2.779 2.085 -0.637
H 0.970 -0.049 0.801
H 2.549 -4.066 4.008
H 1.259 -5.267 4.218
H 2.046 -5.061 2.641
```

Output
- orbital gap (eV) = 8.99
- lowest unoccupied orbital energy (eV) = 0.34
- F_max (eV Å⁻¹) = 1.62
- structure (SMILES) = Cc1cc(-c2ccc(C(C)C)c(S(=O)(=O)Nc3cc(C)on3)c2)on1
- net charge = 0
- highest occupied orbital energy (eV) = -8.7

Which charges does Mulliken predict for the atoms? In e, they are:
1. C -1.10
2. C 0.29
3. N -0.69
4. O -0.18
5. C 0.45
6. C -0.29
7. H 0.52
8. C 0.15
9. C -0.72
10. C 0.68
11. C 0.61
12. C -0.41
13. C -1.46
14. H 0.50
15. H 0.30
16. C 0.34
17. H 0.41
18. C -1.30
19. H 0.34
20. H 0.36
21. H 0.39
22. C -1.73
23. H 0.33
24. H 0.40
25. H 0.45
26. S 1.15
27. O -0.63
28. O -0.73
29. N -0.22
30. C 0.62
31. N -0.12
32. O -0.32
33. C 0.50
34. C -0.88
35. H 0.30
36. C -1.21
37. H 0.32
38. H 0.32
39. H 0.30
40. H 0.30
41. H 0.74
42. H 0.28
43. H 0.35
44. H 0.28

Record 3
Below is the molecule C17H19N3OS, with properties calculated with ωB97M-V/def2-TZVPD.

XYZ file:
```
41
C17H19N3OS, DFT ωB97M-V/def2-TZVPD
C -1.590 -2.891 -1.542
H -2.426 -2.980 -2.244
H -0.653 -3.019 -2.082
H -1.673 -3.668 -0.775
O -1.526 -1.606 -0.973
C -2.606 -1.151 -0.268
C -3.748 -1.898 -0.007
C -4.797 -1.346 0.710
C -4.720 -0.051 1.182
C -3.583 0.699 0.939
C -2.529 0.166 0.215
N -1.371 0.935 -0.036
C -1.433 2.159 -0.607
N -0.276 2.852 -0.698
H -0.349 3.761 -1.127
C 0.979 2.455 -0.111
N 0.715 1.459 0.898
C -0.075 0.395 0.319
H 0.406 -0.047 -0.575
H -0.226 -0.388 1.064
C 1.895 1.015 1.628
C 2.926 0.319 0.773
C 2.835 -1.045 0.522
C 3.745 -1.671 -0.312
C 4.760 -0.941 -0.906
C 4.865 0.417 -0.657
C 3.954 1.042 0.177
H 4.045 2.100 0.375
H 5.659 0.991 -1.111
H 5.470 -1.429 -1.557
H 3.663 -2.732 -0.496
H 2.050 -1.623 0.989
H 1.545 0.346 2.417
H 2.331 1.902 2.095
H 1.659 2.080 -0.908
H 1.448 3.324 0.366
S -2.811 2.826 -1.232
H -3.507 1.713 1.297
H -5.538 0.378 1.739
H -5.680 -1.941 0.892
H -3.835 -2.909 -0.371
```

Output
- orbital gap (eV) = 8.23
- lowest unoccupied orbital energy (eV) = 0.61
- F_max (eV Å⁻¹) = 0.83
- structure (SMILES) = COc1ccccc1N1CN(Cc2ccccc2)CNC1=S
- net charge = 0
- highest occupied orbital energy (eV) = -7.6

Which charges does Mulliken predict for the atoms? In e, they are:
1. C -1.02
2. H 0.38
3. H 0.24
4. H 0.40
5. O -0.31
6. C 0.61
7. C -0.60
8. C -0.68
9. C -0.89
10. C -0.04
11. C -0.13
12. N 0.46
13. C 0.02
14. N -0.13
15. H 0.27
16. C -0.49
17. N 0.13
18. C -0.79
19. H 0.34
20. H 0.38
21. C -1.65
22. C 0.90
23. C -0.13
24. C -0.76
25. C -0.42
26. C -0.63
27. C -0.31
28. H 0.39
29. H 0.38
30. H 0.38
31. H 0.39
32. H 0.38
33. H 0.47
34. H 0.53
35. H 0.29
36. H 0.35
37. S -0.40
38. H 0.50
39. H 0.38
40. H 0.39
41. H 0.40

Record 4
Below is the molecule C17H19N3OS2 in a non-equilibrium geometry, with properties calculated with ωB97M-V/def2-TZVPD.

XYZ file:
```
42
C17H19N3OS2, DFT ωB97M-V/def2-TZVPD
N -0.576 -0.315 -0.288
N -0.347 3.292 -4.235
O 2.101 -4.146 2.799
S -3.384 6.185 -2.397
S 0.275 2.200 -0.946
C 0.310 0.642 -0.154
C -0.658 4.455 -4.845
C -1.034 3.039 -3.103
C -0.643 -2.622 0.656
C 0.028 -3.583 1.446
C -1.662 5.299 -4.358
C -1.953 3.883 -2.496
C 1.807 -1.966 1.841
C -0.078 -1.363 0.475
C 1.291 -3.299 2.059
C -2.254 5.083 -3.137
C 1.099 -1.017 1.100
N 1.336 0.305 0.732
C -2.291 7.659 -2.225
C -0.721 1.753 -2.400
C 0.583 -5.334 4.354
C 2.863 -6.173 3.650
C 1.616 -5.444 3.192
H -0.191 4.747 -5.788
H -1.587 -2.835 0.171
H -0.373 -4.592 1.531
H -1.881 6.219 -4.912
H -2.343 3.604 -1.534
H 2.796 -1.736 2.208
H 2.195 0.826 0.861
H -2.849 8.500 -1.778
H -1.889 7.940 -3.202
H -1.477 7.441 -1.557
H -0.147 1.122 -3.082
H -1.619 1.239 -2.122
H -0.371 -4.874 3.985
H 0.339 -6.367 4.675
H 1.005 -4.740 5.149
H 3.653 -6.082 2.923
H 2.701 -7.256 3.824
H 3.193 -5.723 4.585
H 1.138 -5.964 2.341
```

Output
- orbital gap (eV) = 8.20
- lowest unoccupied orbital energy (eV) = 0.52
- F_max (eV Å⁻¹) = 2.41
- structure (SMILES) = CSc1ccnc(CSc2nc3ccc(OC(C)C)cc3[nH]2)c1
- net charge = 0
- highest occupied orbital energy (eV) = -7.7

Which charges does Mulliken predict for the atoms? In e, they are:
1. N -0.63
2. N -0.55
3. O -0.40
4. S -0.07
5. S -0.23
6. C 0.20
7. C -0.27
8. C 0.26
9. C -1.10
10. C 0.01
11. C -0.36
12. C -0.42
13. C -0.86
14. C 0.78
15. C 0.48
16. C -0.03
17. C 0.22
18. N -0.09
19. C -0.81
20. C -0.55
21. C -1.20
22. C -1.44
23. C 0.45
24. H 0.37
25. H 0.40
26. H 0.30
27. H 0.43
28. H 0.46
29. H 0.36
30. H 0.23
31. H 0.32
32. H 0.26
33. H 0.28
34. H 0.36
35. H 0.42
36. H 0.34
37. H 0.36
38. H 0.34
39. H 0.39
40. H 0.39
41. H 0.32
42. H 0.27

Record 5
Below is a structure of composition C17H19N4ORuS4, with properties calculated with ωB97M-V/def2-TZVPD.

XYZ file:
```
46
C17H19N4ORuS4, DFT ωB97M-V/def2-TZVPD
Ru -0.319 0.281 0.090
C 1.375 -0.437 -4.061
C 1.581 0.206 -2.718
C 1.112 1.488 -2.452
C 1.277 2.085 -1.194
C 1.928 1.400 -0.166
C 2.309 0.073 -0.393
C 2.140 -0.498 -1.664
H 0.416 -0.959 -4.081
H 2.158 -1.164 -4.276
H 1.370 0.305 -4.858
H 0.615 2.045 -3.237
H 0.944 3.102 -1.037
H 2.135 1.891 0.770
H 2.797 -0.487 0.394
H 2.454 -1.524 -1.822
S -0.145 -1.725 1.036
C 0.526 -1.477 2.639
C 0.940 -2.575 3.387
C 1.503 -2.388 4.636
C 1.654 -1.098 5.134
C 1.244 -0.005 4.394
C 0.666 -0.172 3.131
S 0.062 1.191 2.233
H 0.824 -3.573 2.982
H 1.831 -3.241 5.216
H 2.103 -0.945 6.107
H 1.366 0.998 4.785
C -3.872 3.787 2.517
O -3.614 2.545 1.858
C -2.583 2.488 1.025
S -1.586 3.733 0.665
S -2.518 0.933 0.232
H -4.767 3.619 3.108
H -4.029 4.581 1.787
H -3.029 4.051 3.153
N -3.610 -2.479 -0.013
C -3.827 -2.716 -1.317
N -4.904 -3.451 -1.656
N -3.057 -2.288 -2.291
C -2.044 -1.526 -1.962
N -1.146 -0.847 -1.705
H -4.299 -2.712 0.678
H -2.824 -1.923 0.287
H -5.519 -3.850 -0.975
H -5.061 -3.623 -2.632
```

Output
- orbital gap (alpha / beta) (eV) = 6.18 / 6.11
- lowest unoccupied orbital energy (alpha / beta) (eV) = -0.63 / -0.78
- F_max (eV Å⁻¹) = 0.75
- net charge = 0
- highest occupied orbital energy (alpha / beta) (eV) = -6.8 / -6.9
- multiplicity = 2

Which charges does Mulliken predict for the atoms? In e, they are:
1. Ru 0.45
2. C -1.43
3. C 0.41
4. C 0.08
5. C -0.67
6. C -1.06
7. C -0.69
8. C 0.15
9. H 0.19
10. H 0.38
11. H 0.39
12. H 0.42
13. H 0.39
14. H 0.72
15. H 0.46
16. H 0.40
17. S -0.40
18. C 0.61
19. C -0.86
20. C -0.52
21. C -0.52
22. C -0.67
23. C 0.62
24. S -0.33
25. H 0.42
26. H 0.36
27. H 0.35
28. H 0.43
29. C -0.78
30. O -0.29
31. C 0.38
32. S -0.29
33. S -0.33
34. H 0.23
35. H 0.36
36. H 0.34
37. N -0.27
38. C 0.70
39. N -0.39
40. N -0.75
41. C 0.55
42. N -0.12
43. H 0.20
44. H -0.04
45. H 0.18
46. H 0.24

In the order shown, the computed relative energy (zero: lowest compared OMol25 entry of this formula, charge and spin) values come out to 380.0 419.7 150.8 71.6 148.5 kJ/mol.